Molecular formula: C4H10O3
Method: DFT, ωB97M-V/def2-TZVPD

E_HOMO	-8.97	eV
total charge	0
molecular weight	106.12	g mol⁻¹
lowest unoccupied orbital energy	0.6	eV
calculated total energy	-10450.8706	eV
frontier orbital gap	9.53	eV

Each line ends with the natural charge from an NBO analysis.
Positions of all 17 atoms, in Å:
C  -0.936363  -1.287693  -0.677875  -0.3462
C  -0.153101  -1.336948  0.392762  -0.2605
C  1.254017  -0.905937  0.310559  0.2747
C  2.243378  -1.553095  0.908644  -0.5074
O  1.465618  0.045958  -0.648383  -0.6815
H  -0.843924  -0.518170  -1.419234  0.2149
H  -1.875267  -1.837197  -0.643265  0.1982
H  -0.474738  -1.819736  1.302189  0.2119
H  3.299823  -1.386997  0.738978  0.2013
H  2.067900  -2.373770  1.592342  0.2109
H  2.387778  -0.037761  -0.934930  0.4824
O  -0.201357  1.768748  2.582809  -0.9361
H  -0.141408  0.934858  2.101951  0.4706
H  -0.216117  1.518134  3.510909  0.4665
O  -2.975449  2.874358  -3.206486  -0.9376
H  -2.792296  3.257871  -2.343243  0.4701
H  -2.108493  2.657376  -3.567728  0.4677

Atomic forces in eV per Å
-1.37 0.39 1.00
0.57 -0.04 -0.23
-0.11 0.11 -0.44
0.44 -0.55 0.75
0.33 -0.04 -0.07
0.61 -0.37 -0.76
0.01 0.30 -0.05
0.20 -0.58 -0.04
-0.07 0.39 -0.24
-0.36 0.13 0.00
-0.27 0.26 0.10
-0.02 -0.08 -0.04
0.02 0.09 0.00
0.01 0.00 0.01
0.12 -0.03 -0.03
0.00 -0.01 0.00
-0.10 0.03 0.04



Molecular formula: C4H10O3
Method: DFT, ωB97M-V/def2-TZVPD

E_HOMO	-10.95	eV
total charge	0
molecular weight	106.12	g mol⁻¹
lowest unoccupied orbital energy	0.6	eV
calculated total energy	-10449.5405	eV
frontier orbital gap	11.51	eV

Each line ends with the natural charge from an NBO analysis.
Positions of all 17 atoms, in Å:
O  2.147783  1.475673  0.623688  -0.5244
C  1.951934  0.926244  -0.407285  0.6197
O  0.968987  1.366082  -1.294453  -0.2829
O  0.930092  0.595186  -2.480647  -0.4370
H  2.490708  0.057861  -0.826956  0.1361
H  0.654167  1.252884  -3.155953  0.4807
C  -0.840480  0.483631  1.510187  -0.6140
C  -0.268487  -0.733555  0.796229  -0.3713
C  -1.247315  -1.353548  -0.195994  -0.6030
H  -1.679330  0.200811  2.155123  0.2025
H  -0.088590  0.947383  2.144204  0.2198
H  -1.202249  1.213516  0.780645  0.2034
H  0.032487  -1.480227  1.532220  0.1963
H  0.600459  -0.436476  0.175083  0.1686
H  -1.521979  -0.615691  -0.953291  0.2012
H  -2.142168  -1.710072  0.310970  0.1999
H  -0.786020  -2.189704  -0.713770  0.2045

Atomic forces in eV per Å
-0.19 0.14 -0.23
0.09 -0.07 -1.33
0.16 0.91 1.02
0.16 -0.39 -0.54
-0.07 0.18 0.11
0.29 -0.24 0.76
-0.02 -0.15 -0.05
-0.04 0.09 -0.61
0.06 0.11 0.15
0.03 -0.01 -0.13
0.04 0.16 -0.02
0.06 0.04 0.12
0.25 -0.01 -0.07
-0.53 -0.54 0.90
-0.13 -0.03 0.05
-0.16 0.00 -0.07
0.00 -0.18 -0.06



Molecular formula: C4H10O3
Method: DFT, ωB97M-V/def2-TZVPD

E_HOMO	-9.02	eV
total charge	0
molecular weight	106.12	g mol⁻¹
lowest unoccupied orbital energy	-0.3	eV
calculated total energy	-10447.5486	eV
frontier orbital gap	8.77	eV

Each line ends with the natural charge from an NBO analysis.
Positions of all 17 atoms, in Å:
C  -1.017167  1.329414  -2.180015  -0.2627
O  -0.438447  1.260794  -0.883999  -0.4613
C  0.142362  0.141468  -0.549861  0.3595
C  0.585235  0.075659  0.855179  0.0021
O  -0.293807  0.589238  1.682823  -0.7497
C  1.299790  -1.207442  1.358242  -0.0796
O  0.448865  -1.916621  2.210579  -0.7198
H  -1.651026  2.215277  -2.172590  0.2184
H  -1.634207  0.440837  -2.348047  0.1946
H  -0.232163  1.416816  -2.935228  0.1905
H  -1.498795  -0.567915  0.037992  -0.1038
H  0.604565  -0.449921  -1.355061  0.1904
H  1.431094  0.778058  0.521307  0.2419
H  -1.462063  -0.126046  0.721753  0.1610
H  2.214017  -0.885484  1.884818  0.1614
H  1.610062  -1.870345  0.539360  0.1639
H  -0.108316  -1.223788  2.612749  0.4931

Atomic forces in eV per Å
-0.09 0.03 -0.31
0.13 -0.13 0.05
0.13 0.28 0.12
-0.01 -0.07 -0.13
0.15 0.06 0.13
0.26 0.11 -0.24
-0.17 0.09 0.06
0.13 -0.10 -0.10
0.07 0.15 -0.06
-0.13 -0.02 -0.03
-0.19 -0.17 0.16
-0.22 0.00 0.09
0.20 0.13 0.25
0.00 -0.30 0.08
-0.18 -0.10 -0.05
-0.08 0.12 0.03
0.01 -0.07 -0.06



Molecular formula: C4H10O3P2S
Method: DFT, ωB97M-V/def2-TZVPD

E_HOMO	2.35	eV
total charge	-2
molecular weight	200.14	g mol⁻¹
lowest unoccupied orbital energy	4.9	eV
calculated total energy	-39862.9805	eV
frontier orbital gap	2.53	eV

Each line ends with the natural charge from an NBO analysis.
Positions of all 20 atoms, in Å:
C  -0.319935  -3.088806  0.229550  -0.6168
C  0.893038  -2.234254  0.627502  -0.7007
P  0.340347  -0.670484  1.448563  0.4550
C  1.789853  0.475382  1.309223  -0.9477
P  -1.175401  0.076297  0.088767  0.1169
S  -0.184456  0.855695  -1.603440  -0.2159
H  -0.068926  -4.149250  0.214960  0.1864
H  -1.132893  -2.931458  0.941435  0.2097
H  -0.708216  -2.766826  -0.734075  0.2262
H  1.513219  -2.801718  1.322011  0.2027
H  1.479653  -2.009669  -0.266676  0.2057
H  1.518272  1.304132  0.654181  0.2653
H  1.989024  0.890626  2.295585  0.2208
H  2.683822  0.003812  0.902165  0.2089
H  -1.506116  1.246712  0.804189  0.0661
H  1.087164  0.425368  -1.532794  0.0806
C  -2.058122  3.857409  -1.669314  0.9192
O  -2.009806  3.794477  -0.372239  -0.9656
O  -2.821153  3.026657  -2.334000  -0.9628
O  -1.309367  4.695897  -2.325592  -0.9540

Atomic forces in eV per Å
0.03 0.30 0.24
-0.23 -0.02 -0.52
-0.08 0.15 0.66
-0.20 0.11 -0.12
-0.34 -0.45 -0.10
-0.26 0.73 -0.95
-0.02 -0.07 -0.15
-0.03 -0.16 0.06
0.01 -0.12 -0.09
0.15 0.17 0.10
0.16 -0.04 0.03
0.03 0.03 -0.03
0.18 -0.05 0.02
0.05 -0.12 0.08
0.34 0.29 -0.07
-0.02 -0.30 0.63
0.38 -0.37 -0.64
0.01 -0.08 0.19
0.11 0.05 0.33
-0.28 -0.05 0.34



Molecular formula: C4H10O4
Method: DFT, ωB97M-V/def2-TZVPD

E_HOMO	-8.87	eV
total charge	0
molecular weight	122.12	g mol⁻¹
lowest unoccupied orbital energy	0.8	eV
calculated total energy	-12497.2603	eV
frontier orbital gap	9.62	eV

Each line ends with the natural charge from an NBO analysis.
Positions of all 18 atoms, in Å:
C  0.530852  0.414700  0.655910  0.2727
C  1.403959  1.525462  0.082828  -0.6485
O  1.269251  -0.781310  0.809476  -0.7469
O  0.000058  0.849372  1.866906  -0.7313
H  1.996642  -0.602836  1.423870  0.4719
H  -0.720658  0.239530  2.102148  0.4871
H  -0.444424  0.621768  -0.332616  0.3782
H  0.826497  2.435139  -0.081986  0.2233
H  2.208626  1.752198  0.791261  0.2097
H  1.844492  1.205200  -0.861310  0.2188
C  -0.638533  -1.757607  -1.138065  -0.7192
C  -1.196144  -0.776824  -0.168349  0.7750
O  -1.452626  0.661844  -1.142108  -0.8601
O  -1.924981  -0.911834  0.763536  -0.5724
H  -2.160682  1.130135  -0.674173  0.4826
H  -1.477690  -2.191122  -1.685685  0.2517
H  -0.113595  -2.530224  -0.579112  0.2600
H  0.048958  -1.283588  -1.832532  0.2475

Atomic forces in eV per Å
-0.22 0.46 -0.73
0.09 -0.03 0.23
-0.19 0.03 -0.14
-0.18 -0.15 -0.04
-0.11 0.03 -0.06
0.09 0.08 -0.01
1.12 -0.71 0.99
0.01 -0.03 0.02
0.01 0.03 -0.03
-0.04 -0.01 0.04
0.42 0.08 0.15
-1.24 0.60 -0.20
-0.45 -0.76 0.35
0.79 0.31 -0.62
0.03 -0.07 -0.05
-0.01 0.10 0.08
-0.06 0.01 -0.02
-0.06 0.02 0.04



Molecular formula: C4H10O5
Method: DFT, ωB97M-V/def2-TZVPD

E_HOMO (alpha / beta)	-8.22 / -8.22	eV
total charge	0
molecular weight	138.12	g mol⁻¹
lowest unoccupied orbital energy (alpha / beta)	0.6 / 0.6	eV
calculated total energy	-14544.9948	eV
frontier orbital gap (alpha / beta)	8.84 / 8.84	eV

Each line ends with the natural charge from an NBO analysis.
Positions of all 19 atoms, in Å:
C  -1.021388  0.470964  -0.874832  0.9368
C  0.528077  0.727284  0.601128  -0.6567
C  1.814994  0.479859  -0.156628  -0.6435
O  -2.134241  0.311881  -0.285890  -0.7437
O  -0.583755  -0.601566  -1.630672  -0.7415
O  -0.787287  1.628568  -1.554422  -0.7173
H  -1.993092  -0.443841  0.708892  0.5021
H  0.225396  -0.353292  -2.098141  0.5003
H  -1.423608  2.285396  -1.242354  0.5014
H  0.206828  1.767310  0.581044  0.2049
H  0.668983  0.575048  1.670154  0.1990
H  2.137010  -0.563495  -0.072912  0.2039
H  1.754035  0.700658  -1.225822  0.1848
H  2.661346  1.081949  0.188601  0.2098
C  -0.379484  -1.392740  1.427649  0.6926
O  0.057239  -2.181668  0.454982  -0.6652
O  -1.593514  -1.059842  1.597708  -0.6551
H  -0.400814  -1.979005  -0.388140  0.5229
H  0.263272  -1.453469  2.299656  0.1646

Atomic forces in eV per Å
1.10 -0.10 1.07
-0.60 0.43 -1.10
0.37 -0.11 0.01
-0.33 -0.23 0.52
0.01 -0.09 -0.05
-0.11 -0.09 -0.06
-0.08 0.42 -0.84
-0.05 0.03 0.06
0.05 -0.10 0.08
0.12 0.11 -0.14
-0.09 -0.42 0.10
-0.09 0.02 0.00
-0.20 0.09 -0.01
-0.07 0.04 0.15
-1.17 -1.00 -0.07
-0.03 0.70 0.36
1.11 -0.01 -0.04
-0.06 0.07 -0.02
0.13 0.25 -0.04



Among the records above, which one has the highest calculated total energy? number 3